Entry 1:
Below is a cluster of 3 separate species, C2H4F4N2O in total at a distorted geometry, with properties calculated with ωB97M-V/def2-TZVPD.

XYZ file:
```
13
Properties=species:S:1:pos:R:3:lowdin_charge:R:1
C -0.791 2.678 -0.858 -0.625
C -1.205 -1.024 -0.280 -0.583
N 0.158 2.563 -0.096 0.313
N 1.779 -2.053 1.167 0.014
O -0.321 -0.292 -0.106 0.177
F -1.112 3.805 -1.442 0.109
F -1.693 1.760 -1.248 0.097
F -1.432 -1.720 -1.370 0.193
F -2.161 -1.309 0.569 0.198
H 2.043 -1.109 0.903 0.004
H 0.332 1.653 0.309 0.085
H 2.288 -2.277 2.014 0.009
H 2.115 -2.675 0.440 0.011
```

Properties
Kohn-Sham gap (spin up / spin down) ... 5.5 / 6.8 eV
⟨S²⟩ ... 2.005
Multiplicity ... 3
Electronic energy ... -18029.8971 eV
Strongest force on any atom ... 11.08 eV Å⁻¹

Entry 2:
Below is an isolated molecule of C2H3N3 at a distorted geometry, with properties calculated with ωB97M-V/def2-TZVPD.

XYZ file:
```
8
Properties=species:S:1:pos:R:3:lowdin_charge:R:1
C 1.078 -0.752 0.409 -0.241
C -1.051 0.055 0.905 0.060
N 1.006 -1.267 1.598 -0.136
N 0.000 -1.262 2.246 0.109
N -0.035 -0.061 0.070 -0.063
H 1.828 -0.910 -0.255 0.073
H -2.096 0.114 0.827 0.029
H -0.170 0.497 -0.794 0.169
```

Properties
Kohn-Sham gap (spin up / spin down) ... 8.6 / 8.6 eV
Energy above the lowest of the compared OMol25 structures with the same formula, charge and spin ... 448.68 kJ/mol
Electronic energy ... -6587.9251 eV
Strongest force on any atom ... 6.05 eV Å⁻¹

Entry 3:
Below is a cluster of 2 separate species, C4H14NO in total at a distorted geometry, with properties calculated with ωB97M-V/def2-TZVPD.

XYZ file:
```
20
Properties=species:S:1:pos:R:3:lowdin_charge:R:1
C -1.266 1.614 0.516 -0.058
C -1.168 0.127 0.920 -0.138
N 0.221 -0.507 0.587 0.040
C 0.183 -1.723 -0.382 -0.161
C 0.062 -1.327 -1.854 -0.065
H -2.225 2.057 0.926 0.117
H -0.366 2.146 0.810 0.050
H -1.149 1.697 -0.551 0.071
H -1.861 -0.544 0.466 0.106
H -1.344 0.000 2.006 0.131
H 1.027 0.162 0.426 0.123
H 0.404 -1.018 1.457 0.160
H 1.101 -2.298 -0.274 0.121
H -0.512 -2.395 0.091 0.120
H 0.662 -0.465 -2.125 0.076
H -0.948 -1.096 -2.186 0.076
H 0.377 -2.186 -2.521 0.110
H 2.166 2.620 0.852 0.114
H 2.720 1.467 0.162 0.077
O 1.916 1.669 0.674 -0.074
```

Properties
Total charge ... +1
Kohn-Sham gap ... 13.1 eV
Energy above the lowest of the compared OMol25 structures with the same formula, charge and spin ... 104.51 kJ/mol
Electronic energy ... -7905.8711 eV
Strongest force on any atom ... 2.51 eV Å⁻¹

Entry 4:
Below is an isolated molecule of C4H9N at a distorted geometry, with properties calculated with ωB97M-V/def2-TZVPD.

XYZ file:
```
14
Properties=species:S:1:pos:R:3:lowdin_charge:R:1
C -2.347 -0.144 -0.810 -0.012
C -1.308 -0.443 -0.048 -0.189
C -0.058 0.436 -0.023 -0.214
C 1.185 -0.464 0.203 -0.299
N 2.389 0.263 0.628 -0.016
H -2.344 0.719 -1.468 0.055
H -3.238 -0.742 -0.949 0.047
H -1.260 -1.190 0.735 0.094
H 0.020 1.088 -0.894 0.105
H -0.159 1.114 0.833 0.108
H 1.418 -1.004 -0.713 0.105
H 0.928 -1.244 0.922 0.101
H 2.488 1.056 0.001 0.063
H 2.285 0.555 1.581 0.052
```

Properties
Kohn-Sham gap ... 10.4 eV
Energy above the lowest of the compared OMol25 structures with the same formula, charge and spin ... 73.77 kJ/mol
SMILES ... C=CCCN
Electronic energy ... -5783.0473 eV
Strongest force on any atom ... 1.67 eV Å⁻¹

Entry 5:
Below is a cluster of 16 separate species, C4H39NO16 in total at a distorted geometry, with properties calculated with ωB97M-V/def2-TZVPD.

XYZ file:
```
60
Properties=species:S:1:pos:R:3:lowdin_charge:R:1
C -0.837 -1.521 -0.564 -0.126
C 0.390 -0.657 -0.418 -0.077
C -2.152 -0.907 -0.929 -0.489
N -3.025 -1.085 0.107 0.034
C -4.296 -0.458 -0.048 -0.107
O -2.556 -0.699 -2.035 0.044
H -0.903 -2.195 0.296 0.121
H -0.486 -2.132 -1.421 0.114
H 1.293 -0.995 -0.822 0.025
H 0.255 0.343 -0.812 0.075
H 0.638 -0.577 0.663 0.072
H -2.743 -0.836 1.058 0.121
H -5.145 -1.171 0.386 0.133
H -4.592 -0.160 -1.048 0.074
H -4.303 0.495 0.362 0.049
H 1.770 -2.091 -4.180 0.010
H 2.654 -0.831 -3.812 0.049
O 2.041 -1.191 -4.491 -0.083
H -3.153 1.054 -2.031 -0.034
H -2.457 2.561 -1.832 0.123
O -3.218 1.835 -1.503 -0.122
H 1.264 -3.619 -2.825 0.047
H -0.267 -3.725 -3.223 -0.074
O 0.503 -3.505 -3.515 -0.032
H 3.347 3.440 1.572 0.051
H 3.345 1.944 2.009 -0.014
O 3.878 2.618 1.582 -0.071
H 2.951 -3.553 -1.908 0.071
H 2.412 -2.457 -0.816 0.026
O 2.157 -3.202 -1.464 -0.115
H -1.916 3.341 1.878 0.136
H -0.990 2.440 1.093 -0.042
O -1.193 2.658 1.909 0.020
H -1.255 1.659 3.188 -0.064
H -1.479 1.695 4.723 0.052
O -1.609 1.183 3.919 -0.049
H 0.537 -1.894 3.571 0.055
H -0.268 -1.196 4.448 -0.056
O 0.607 -1.500 4.479 -0.049
H -1.241 0.001 -2.993 0.005
H 0.041 -0.185 -3.704 0.073
O -0.616 0.571 -3.502 -0.101
H 0.084 2.247 -2.967 -0.002
H -0.325 3.810 -3.186 0.094
O -0.342 3.007 -2.571 -0.096
H -2.059 -1.487 4.174 0.035
H -2.398 -2.408 3.036 -0.012
O -2.039 -1.626 3.242 0.012
H 3.631 -1.605 1.025 0.125
H 3.409 -3.219 1.007 0.084
O 2.936 -2.389 0.719 -0.148
H 4.709 0.639 0.487 -0.014
H 3.108 0.685 0.718 0.088
O 3.957 0.150 0.468 -0.049
H 0.862 0.862 2.517 0.009
H 1.199 2.376 2.179 0.029
O 1.506 1.491 2.309 -0.004
H 0.536 3.400 0.233 0.003
H 0.778 4.368 -0.815 0.012
O 1.064 4.201 0.080 -0.043
```

Properties
Kohn-Sham gap ... 10.1 eV
Energy above the lowest of the compared OMol25 structures with the same formula, charge and spin ... 583.45 kJ/mol
Electronic energy ... -39028.6710 eV
Strongest force on any atom ... 9.80 eV Å⁻¹

Entry 6:
Below is a cluster of 5 separate species, C15H30O5 in total at a distorted geometry, with properties calculated with ωB97M-V/def2-TZVPD.

XYZ file:
```
50
Properties=species:S:1:pos:R:3:lowdin_charge:R:1
C 2.673 -1.564 -2.324 0.071
C 1.812 -2.299 -3.285 -0.327
O 0.901 -1.754 -3.827 0.374
C 2.063 -3.777 -3.564 0.086
H 3.692 -1.528 -2.709 0.135
H 2.693 -2.111 -1.381 0.120
H 2.308 -0.549 -2.166 0.107
H 1.700 -4.068 -4.550 0.114
H 1.429 -4.264 -2.823 0.129
H 3.117 -4.052 -3.537 0.123
C 3.816 2.673 3.409 -0.030
C 4.281 3.924 2.819 -0.520
O 5.461 4.040 2.630 0.076
C 3.265 5.046 2.461 -0.008
H 3.419 2.879 4.402 0.100
H 4.604 1.938 3.240 0.095
H 2.984 2.299 2.812 0.063
H 3.744 5.949 2.084 0.078
H 2.612 5.299 3.297 0.078
H 2.723 4.632 1.611 0.073
C -4.012 -1.068 0.686 -0.035
C -5.383 -1.538 1.192 -0.441
O -5.882 -1.070 2.204 0.067
C -6.001 -2.811 0.537 -0.018
H -3.922 -0.927 -0.391 0.066
H -3.241 -1.819 0.860 0.058
H -3.744 -0.098 1.106 0.081
H -5.417 -3.639 0.940 0.081
H -5.908 -2.828 -0.549 0.070
H -7.047 -2.985 0.791 0.081
C 0.382 0.498 1.609 -0.010
C 0.852 -0.892 1.129 -0.471
O 2.014 -1.252 1.064 0.041
C -0.218 -1.991 1.085 -0.028
H 0.496 0.350 2.683 0.095
H -0.694 0.667 1.567 0.081
H 1.036 1.341 1.382 0.073
H -0.749 -1.951 2.036 0.093
H 0.158 -2.990 0.864 0.085
H -1.106 -1.788 0.488 0.037
C -0.682 0.132 -1.791 -0.015
C -0.548 1.673 -1.715 -0.398
O 0.320 2.287 -1.071 0.046
C -1.718 2.487 -2.348 -0.014
H -0.934 -0.080 -2.830 0.078
H -1.533 -0.228 -1.212 0.069
H 0.175 -0.443 -1.441 0.044
H -2.680 2.243 -1.899 0.083
H -1.702 2.455 -3.438 0.082
H -1.611 3.551 -2.140 0.082
```

Properties
Total charge ... +1
Kohn-Sham gap (spin up / spin down) ... 5.8 / 1.7 eV
⟨S²⟩ ... 0.756
Multiplicity ... 2
Electronic energy ... -26267.9717 eV
Strongest force on any atom ... 3.21 eV Å⁻¹

Entry 7:
Below is a cluster of 2 separate species, C5H13NO in total at a distorted geometry, with properties calculated with ωB97M-V/def2-TZVPD.

XYZ file:
```
20
Properties=species:S:1:pos:R:3:lowdin_charge:R:1
C 1.438 1.619 0.169 -0.051
C 0.321 0.802 0.872 -0.391
C -1.096 0.739 0.190 -0.143
C -1.399 -0.779 -0.057 -0.192
C -0.572 -1.549 0.940 -0.187
N 0.559 -0.559 1.423 -0.032
H 2.368 1.793 0.703 0.073
H 1.632 1.289 -0.780 0.026
H 1.100 2.638 -0.013 0.074
H 0.145 1.387 1.787 0.111
H -1.126 1.420 -0.657 0.090
H -1.926 1.228 0.930 0.145
H -0.859 -0.962 -1.070 0.118
H -2.407 -0.933 -0.084 0.065
H -1.221 -1.707 1.824 0.100
H -0.255 -2.571 0.624 0.104
H 0.538 -0.435 2.447 0.094
O 1.103 -0.771 -3.146 -0.061
H 1.139 -1.378 -2.388 0.034
H 0.520 -1.270 -3.714 0.025
```

Properties
Kohn-Sham gap ... 9.5 eV
Energy above the lowest of the compared OMol25 structures with the same formula, charge and spin ... 203.97 kJ/mol
SMILES ... C[C@H]1CCCN1.O
Electronic energy ... -8931.8969 eV
Strongest force on any atom ... 5.91 eV Å⁻¹

Entry 8:
Below is a structure of composition C18H36F6O18PV at a distorted geometry, with properties calculated with ωB97M-V/def2-TZVPD.

XYZ file:
```
80
Properties=species:S:1:pos:R:3:lowdin_charge:R:1
V 0.181 -0.303 0.005 1.008
P 0.885 -2.804 1.952 0.248
F 0.260 -2.365 3.353 -0.127
F -0.459 -2.361 1.109 -0.182
F 1.244 -1.221 1.715 -0.218
F 1.619 -3.292 0.598 -0.141
F 2.295 -3.026 2.771 -0.151
F 0.325 -4.333 2.151 -0.141
C -0.955 3.183 4.078 -0.036
O -0.725 2.384 2.955 0.024
C -1.149 1.151 2.819 -0.397
O -0.975 0.470 1.767 0.021
O -1.730 0.697 4.022 -0.014
C -2.133 -0.585 4.136 -0.084
H -0.466 2.823 4.984 0.108
H -2.034 3.184 4.228 0.104
H -0.707 4.239 3.966 0.100
H -3.223 -0.590 4.136 0.103
H -1.776 -0.933 5.106 0.111
H -1.755 -1.241 3.352 0.082
C 4.514 -2.175 -0.080 -0.040
O 4.477 -1.396 -1.197 0.008
C 3.380 -0.734 -1.599 -0.478
O 2.290 -0.666 -1.026 0.056
O 3.711 -0.308 -2.840 0.018
C 2.933 0.672 -3.468 -0.044
H 4.066 -1.524 0.671 0.077
H 5.553 -2.456 0.094 0.116
H 3.870 -3.041 -0.234 0.093
H 1.920 0.271 -3.511 0.088
H 3.226 1.009 -4.462 0.104
H 2.911 1.598 -2.894 0.100
C -0.501 3.122 -3.511 -0.031
O -1.128 3.372 -2.280 0.002
C -0.886 2.611 -1.192 -0.462
O -0.365 1.513 -1.225 0.070
O -1.651 3.053 -0.150 -0.012
C -2.592 4.096 -0.154 -0.032
H -1.195 3.278 -4.336 0.106
H -0.308 2.050 -3.563 0.084
H 0.460 3.626 -3.614 0.105
H -2.616 4.301 0.916 0.094
H -3.576 3.833 -0.542 0.109
H -2.123 5.016 -0.502 0.102
C 1.222 -4.071 -2.340 -0.024
O 0.472 -3.316 -3.262 -0.014
C -0.212 -2.192 -2.865 -0.456
O -0.070 -1.617 -1.772 0.020
O -1.171 -1.828 -3.750 -0.007
C -1.514 -2.558 -4.966 -0.009
H 0.598 -4.423 -1.519 0.104
H 2.021 -3.486 -1.884 0.078
H 1.654 -4.875 -2.937 0.109
H -2.431 -2.192 -5.428 0.096
H -1.607 -3.627 -4.771 0.099
H -0.782 -2.356 -5.749 0.097
C -3.385 -2.943 -1.103 0.035
O -4.004 -1.751 -0.516 0.038
C -3.339 -0.686 -0.215 -0.493
O -2.126 -0.515 -0.426 0.036
O -4.070 0.272 0.478 0.002
C -5.463 0.196 0.469 -0.074
H -4.093 -3.771 -1.096 0.101
H -2.581 -3.407 -0.531 0.100
H -3.045 -2.792 -2.127 0.089
H -5.945 1.159 0.635 0.098
H -5.695 -0.410 1.345 0.098
H -5.980 -0.303 -0.350 0.101
C 2.997 4.183 1.789 -0.022
O 2.645 3.132 0.932 0.031
C 2.492 1.910 1.356 -0.461
O 1.658 1.131 0.864 0.031
O 3.347 1.601 2.426 -0.028
C 3.555 0.276 3.037 0.013
H 3.715 3.861 2.543 0.102
H 2.106 4.387 2.383 0.094
H 3.189 5.078 1.197 0.110
H 4.053 -0.433 2.376 0.075
H 2.606 -0.198 3.290 0.079
H 4.093 0.362 3.981 0.101
```

Properties
Total charge ... +1
Kohn-Sham gap (spin up / spin down) ... 8.6 / 11.4 eV
⟨S²⟩ ... 3.752
Multiplicity ... 4
Electronic energy ... -107385.6075 eV
Strongest force on any atom ... 5.78 eV Å⁻¹